Entry 1:
ORCA calculation (ωB97M-V with the def2-TZVPD basis set) on a structure of composition C3H6INO2 at a distorted geometry.

```
13
Properties=species:S:1:pos:R:3:forces:R:3
C -0.5790 -1.4030 0.7922 2.3804 1.7942 -0.4735
C -0.6945 0.1210 0.4378 -1.8586 0.4856 -1.0070
C 0.5592 0.8530 0.0004 2.4672 -0.2875 3.9040
N 0.8204 0.4824 -1.3852 2.3143 -0.3632 -0.1824
O 1.9983 0.2216 -1.5947 -0.4978 -0.0550 -0.7583
O -0.0835 0.4427 -2.1761 -0.0544 0.0190 -0.5410
I 0.4882 3.0882 0.0006 -0.1285 -1.3754 0.1112
H -1.4322 -1.9250 0.4463 -0.7404 -0.4954 -0.4714
H -0.5357 -1.4826 1.8540 0.4483 -0.5251 0.7817
H 0.3710 -1.7793 0.2724 -1.3737 0.1482 0.9446
H -1.2983 0.8125 1.0884 0.6247 -1.2133 -0.1363
H -1.2716 0.0428 -0.5098 0.0316 0.7372 0.6828
H 1.6578 0.5256 0.7737 -3.6133 1.1305 -2.8544
```
Forces are in eV/Å.

Computed properties:
energy relative to the best compared isomer or geometry (same formula, charge and spin)	4.6623	eV
spin multiplicity	1
HOMO level	-0.3708	Ha
LUMO level	-0.923	eV
energy	-16889.5910	eV

Need the natural (NBO) charges? In units of e they are: -0.595, -0.513, -0.195, 0.460, -0.366, -0.355, 0.151, 0.221, 0.214, 0.213, 0.234, 0.248, 0.284

---

Entry 2:
ORCA calculation (ωB97M-V with the def2-TZVPD basis set) on a structure of composition C3H6LiO4 at a distorted geometry.

```
14
Properties=species:S:1:pos:R:3:forces:R:3
O -2.4790 1.3471 -1.4305 0.4977 0.5438 0.7460
C -2.3314 2.5344 -0.8467 0.1258 1.1056 -2.8741
C -3.6461 0.7257 -0.8771 -0.3457 -0.4170 0.1068
O -1.6388 3.4798 -1.4164 -0.0071 0.0229 0.2549
O -3.5122 2.9974 -0.3755 0.8372 -0.3633 0.9119
C -4.4641 1.9193 -0.3644 -0.4932 -0.3956 0.3195
Li -2.7376 4.9960 -1.7621 0.3111 -0.4114 0.1321
H -3.3465 0.0392 -0.0774 -0.0435 0.1602 -0.1834
H -4.1460 0.1743 -1.6792 0.1880 0.1217 0.2215
H -4.8168 1.7846 0.6627 -0.0403 0.0046 -0.3110
H -5.2892 2.1978 -1.0284 0.1794 -0.0520 0.1995
O -0.7001 2.2027 0.2610 -0.2202 2.7890 -2.1811
H -0.4680 3.1624 -0.5900 -1.2562 -3.0782 2.1434
H -0.9003 2.7169 1.0509 0.2669 -0.0302 0.5139
```
Forces are in eV/Å.

Computed properties:
net charge	+1
energy relative to the best compared isomer or geometry (same formula, charge and spin)	2.8134	eV
spin multiplicity	1
HOMO level	-0.5503	Ha
LUMO level	-4.362	eV
energy	-11595.7499	eV

Need the natural (NBO) charges? In units of e they are: -0.440, 1.050, -0.111, -0.888, -0.514, -0.108, 0.982, 0.216, 0.231, 0.223, 0.209, -0.875, 0.550, 0.476

---

Entry 3:
ORCA calculation (ωB97M-V with the def2-TZVPD basis set) on the ion C3H6N with charge +1 at a distorted geometry.

```
10
Properties=species:S:1:pos:R:3:forces:R:3
C 1.0550 -0.0116 -0.3324 0.4725 -1.4402 -1.3157
C -0.0047 -0.7765 0.3920 0.2685 -1.1668 -0.8440
C -1.0411 0.0097 -0.3610 -1.1888 -0.4273 -0.9147
N -0.0032 0.6345 0.4529 1.1255 1.6878 -1.4724
H 2.0055 -0.0882 0.1019 1.2805 0.4631 0.6159
H 1.0238 0.0146 -1.4857 -0.0646 0.3788 2.1620
H 0.0609 -1.4749 1.2603 -0.3877 0.6845 -1.1082
H -1.0081 0.1780 -1.5155 0.1409 -0.3769 2.4063
H -1.9960 0.0318 0.0801 -1.1652 0.1878 0.3934
H 0.1222 1.3384 1.1733 -0.4816 0.0091 0.0776
```
Forces are in eV/Å.

Computed properties:
net charge	+1
energy relative to the best compared isomer or geometry (same formula, charge and spin)	1.9400	eV
spin multiplicity	1
SMILES	C1[C@H]2C[N@@H+]12
HOMO level	-0.6606	Ha
LUMO level	-3.427	eV
energy	-4688.1767	eV

Need the natural (NBO) charges? In units of e they are: -0.201, -0.041, -0.180, -0.356, 0.246, 0.253, 0.296, 0.259, 0.246, 0.478

---

| no. | gap between HOMO and LUMO (hartree) |
| --- | --- |
| 1 | 0.337 |
| 2 | 0.390 |
| 3 | 0.535 |